23 unconnected molecules or ions with the total composition H46O23. Source: the Open Molecules 2025 dataset; level of theory: ωB97M-V/def2-TZVPD.

Its total charge is 0. As for the HOMO energy: -9.45 eV. The LUMO energy is -1.2 eV. For the energy above the lowest of the compared OMol25 structures with the same formula, charge and spin, the calculation gives 60.5 kcal/mol. Its HOMO-LUMO gap is 8.26 eV.

Each line ends with the Löwdin charge.
CARTESIAN COORDINATES (ANGSTROEM)
O (-14.687, 13.540, 9.952)  -0.0672
H (-14.764, 12.661, 9.582)  -0.0310
H (-13.850, 13.867, 9.624)  -0.0293
O (-14.898, 10.816, 9.799)  -0.0527
H (-15.369, 10.026, 9.534)  0.0672
H (-14.148, 10.492, 10.299)  -0.0121
O (-9.779, 16.594, 7.895)  -0.0455
H (-9.981, 15.879, 8.497)  -0.0235
H (-9.651, 16.166, 7.048)  0.0041
O (-10.160, 14.702, 10.408)  -0.0260
H (-10.366, 14.261, 11.232)  0.0479
H (-9.651, 15.470, 10.667)  0.0645
O (-13.089, 9.620, 11.318)  -0.0282
H (-13.035, 10.014, 12.188)  0.0663
H (-12.219, 9.250, 11.167)  0.0026
O (-13.352, 9.572, 4.853)  -0.0395
H (-12.974, 8.914, 4.269)  0.0372
H (-12.831, 9.509, 5.654)  0.0002
O (-10.499, 8.389, 11.097)  -0.0431
H (-10.022, 9.091, 11.538)  0.0202
H (-10.201, 8.430, 10.188)  0.0044
O (-13.948, 17.258, 8.266)  -0.0566
H (-13.640, 16.386, 8.016)  -0.0016
H (-13.712, 17.339, 9.190)  0.0249
O (-9.008, 10.908, 8.769)  -0.0402
H (-8.400, 10.256, 9.115)  0.0169
H (-9.829, 10.431, 8.649)  0.0156
O (-10.031, 11.296, 11.439)  -0.0358
H (-9.574, 11.561, 10.641)  0.0040
H (-10.716, 11.954, 11.554)  0.0377
O (-12.350, 14.507, 8.601)  -0.0412
H (-11.652, 14.458, 9.254)  -0.0040
H (-12.117, 13.843, 7.951)  0.0085
O (-13.161, 11.244, 7.456)  -0.0230
H (-13.741, 11.190, 6.697)  0.0565
H (-13.712, 10.994, 8.197)  0.0184
O (-13.009, 13.170, 4.034)  -0.0277
H (-13.089, 13.312, 4.977)  0.0405
H (-13.624, 13.791, 3.644)  0.0613
O (-9.323, 9.265, 5.777)  -0.0258
H (-9.010, 9.482, 4.899)  0.0710
H (-8.660, 8.670, 6.127)  0.0570
O (-10.232, 14.732, 5.317)  -0.0283
H (-9.497, 14.435, 4.782)  0.0161
H (-10.481, 13.964, 5.831)  -0.0085
O (-10.949, 8.780, 8.169)  -0.0270
H (-10.304, 8.629, 7.479)  0.0126
H (-11.539, 8.029, 8.115)  0.0725
O (-10.782, 12.894, 2.412)  -0.0771
H (-10.000, 13.068, 2.936)  -0.0455
H (-11.508, 12.981, 3.030)  -0.0362
O (-8.270, 12.949, 3.317)  -0.0486
H (-7.422, 13.388, 3.261)  0.0576
H (-8.208, 12.406, 4.103)  -0.0187
O (-5.413, 13.788, 5.827)  -0.0555
H (-5.922, 13.484, 6.578)  -0.0420
H (-5.232, 12.996, 5.322)  0.0273
O (-6.937, 8.726, 8.830)  -0.0278
H (-6.514, 9.581, 8.752)  0.0351
H (-6.716, 8.428, 9.712)  0.0558
O (-8.039, 11.737, 5.663)  -0.0297
H (-7.926, 12.368, 6.374)  0.0352
H (-8.362, 10.945, 6.095)  0.0035
O (-10.899, 12.505, 7.260)  -0.0421
H (-10.076, 12.180, 7.624)  0.0115
H (-11.556, 11.871, 7.546)  -0.0067
O (-6.487, 13.292, 8.293)  -0.0194
H (-6.416, 12.455, 8.753)  0.0448
H (-6.528, 13.946, 8.990)  0.0683